Record 1
ORCA calculation (ωB97M-V/def2-TZVPD) on a 2-piece molecular cluster, C7H14NPS overall.

```
24
Properties=species:S:1:pos:R:3:forces:R:3:mulliken_charge:R:1
S -2.263 -0.330 -0.329 0.0636 1.0519 -1.3431 -0.041
P -0.160 -2.103 0.648 1.4977 -0.2602 0.4638 0.081
N 0.454 0.399 -0.070 0.0149 0.8173 -0.4606 -0.138
C -1.642 0.882 -2.839 0.1749 1.9914 -1.9936 -0.632
C 1.731 -2.126 0.404 0.8685 -0.1254 2.0561 -0.949
C 1.310 2.470 0.522 1.1193 1.5588 -0.0946 -1.081
C -2.477 0.443 -1.962 -3.5793 -2.1540 2.6584 -0.032
C -0.081 -1.459 2.361 -1.8186 -3.9357 0.4676 -1.086
C -0.512 -0.539 -0.309 0.9017 -4.0147 -2.8069 -0.561
C 0.219 1.504 0.494 0.0033 0.0169 -0.9713 -0.001
H 0.523 -2.258 2.840 0.5471 1.1562 -0.0011 0.337
H 1.755 -1.640 -0.491 0.4962 1.2206 -2.8547 0.341
H 2.259 -3.094 0.233 -0.8114 0.4788 0.5357 0.360
H -0.747 1.816 0.826 -0.9374 -0.0140 0.2576 0.550
H 1.194 3.290 -0.282 0.1662 -1.5167 0.8044 0.228
H 2.402 -1.425 1.052 -1.5197 -1.4062 -0.5926 0.256
H 0.100 -0.458 2.530 1.1072 1.9727 0.4087 0.371
H -0.588 1.083 -2.712 0.0539 -0.3202 0.0388 0.314
H -3.603 0.330 -2.174 1.8421 0.5455 0.1127 0.209
H 1.264 3.090 1.449 0.5838 -0.7210 -0.3578 0.321
H -2.186 1.337 -3.700 1.0204 -0.5234 0.3034 0.220
H 2.226 1.826 0.355 -0.5934 1.4469 0.3526 0.269
H -0.155 -1.306 -1.703 -0.8759 2.1718 3.2371 0.320
H -1.022 -1.733 2.857 -0.3250 0.5624 -0.2205 0.344
```
Positions in Å, forces in eV/Å.

Net charge: 0
E, Ha: -1069.2437
Strongest force on any atom, eV/A: 4.98
Energy above the lowest of the compared OMol25 structures with the same formula, charge and spin, eV: 1.833


Record 2
ORCA calculation (ωB97M-V/def2-TZVPD) on a 2-piece molecular cluster, C6H10O overall.

```
17
Properties=species:S:1:pos:R:3:forces:R:3:mulliken_charge:R:1
O 1.874 -0.597 -1.122 0.0728 -0.2194 0.1186 -0.572
C 0.209 -0.373 0.661 0.1015 0.0611 -0.1721 0.749
C 0.393 -1.644 1.438 -0.0031 -0.0516 0.0116 -1.344
C -0.764 0.689 0.966 -0.0249 0.0939 -0.0146 -0.542
C 0.414 1.368 -0.909 0.0246 -0.0439 -0.0154 -0.423
C -0.676 1.691 0.076 -0.0039 -0.0390 0.1022 -0.750
C 0.883 0.025 -0.437 -0.2816 0.1902 0.1540 0.204
H 2.069 -1.436 -0.684 0.0214 0.1031 -0.1030 0.307
H 0.701 -2.477 0.792 -0.0290 0.1174 0.0895 0.384
H 0.063 1.332 -1.947 0.0333 -0.0052 0.1290 0.303
H 1.146 -1.546 2.232 -0.1210 0.0156 -0.1253 0.260
H -1.272 2.596 0.048 0.1162 -0.1620 0.0277 0.365
H -0.544 -1.947 1.915 0.1181 0.0355 -0.0724 0.341
H -1.453 0.642 1.805 0.0739 0.0135 -0.1192 0.413
H -2.040 0.065 -1.628 0.0007 -0.0626 -0.0556 -0.193
H -1.985 -0.341 -2.251 -0.0202 0.0240 0.0495 0.184
H 1.232 2.100 -0.872 -0.0792 -0.0709 -0.0047 0.315
```
Positions in Å, forces in eV/Å.

Net charge: 0
Structure (SMILES): CC1=C(O)CC=C1.[H][H]
E, Ha: -309.7942
Strongest force on any atom, eV/A: 0.37
Energy above the lowest of the compared OMol25 structures with the same formula, charge and spin, eV: 1.310


Record 3
ORCA calculation (ωB97M-V/def2-TZVPD) on one molecule with the formula C19H23N5O3.

```
50
Properties=species:S:1:pos:R:3:forces:R:3:mulliken_charge:R:1
O 3.030 -1.198 -1.563 -0.8918 1.0182 0.1584 -0.679
O -2.625 0.901 -1.100 -0.2553 -0.2801 -0.2110 -0.477
O -0.290 -0.991 7.107 -0.3227 1.3319 -0.2990 -0.622
N 0.136 -0.801 4.890 -0.4921 1.2889 -0.0414 -0.237
N 1.311 0.470 6.339 0.3401 0.7480 0.7603 -0.247
N 2.414 0.059 0.188 -1.3350 0.7553 0.2710 -0.173
N -4.041 -0.662 -5.647 -1.8008 -0.4612 0.1830 -0.399
N -3.295 0.463 -6.107 0.9152 1.2327 -1.6876 -0.443
C -1.496 0.465 -1.759 1.7665 -0.3855 -0.3625 -0.269
C -3.241 -1.187 -4.569 0.6116 0.1839 -0.0851 -0.448
C 1.951 0.697 5.071 -0.5264 0.5165 -0.8739 0.217
C 2.200 -0.412 -1.082 1.7204 -1.6526 0.3762 0.304
C -2.647 0.983 0.333 2.1079 0.0342 -0.3164 -0.862
C 1.195 -0.280 4.233 1.9593 -1.0615 -3.6371 0.462
C 3.875 0.341 3.472 -2.2529 -1.1969 -2.6350 -0.926
C -2.975 1.219 -4.896 0.0306 -0.1034 -0.0788 -0.488
C 0.827 -0.449 -3.150 0.1503 -0.5982 -0.1313 -1.053
C 1.664 -0.667 3.013 -0.5779 0.2599 0.7046 -0.753
C 3.457 0.563 4.894 -0.0969 -0.8887 0.1720 -0.860
C 0.936 -0.105 -1.806 -1.2759 0.4910 -0.1746 0.662
C 2.985 -0.241 2.553 2.2556 1.4384 1.5957 0.765
C -0.224 0.368 -1.155 -0.0902 -0.3051 0.0862 -0.344
C 3.392 -0.534 1.110 -0.5970 0.5689 0.4204 -0.939
C 0.238 -0.364 6.198 0.2476 -3.6578 2.2822 0.268
C -1.544 0.075 -3.128 -0.7112 -0.2257 0.3212 0.415
C -0.392 -0.416 -3.797 -0.8156 1.0589 0.8508 -0.068
C -2.881 0.118 -3.836 0.9236 -0.4247 -0.0496 -0.331
H -3.670 0.270 -3.146 -0.5278 0.2480 0.9319 0.512
H -0.145 0.556 -0.102 -0.1066 0.2300 0.3755 0.294
H 1.868 0.263 7.157 -0.2200 0.2799 0.0716 0.284
H 3.937 1.447 5.234 0.3701 0.8074 0.5768 0.368
H -0.161 -1.747 4.722 -0.3319 0.0938 0.1344 0.277
H -3.794 1.912 -4.682 0.1745 0.1073 0.3304 0.317
H -4.189 -1.343 -6.387 0.3967 0.3122 -0.0447 0.252
H 1.649 -0.879 -3.704 0.3336 0.1395 0.2992 0.419
H -2.351 -1.727 -4.955 -0.2966 0.2231 0.3632 0.311
H -3.806 -1.822 -3.879 -0.0017 -0.0947 -0.4141 0.326
H -0.442 -0.737 -4.840 -0.1868 0.1885 0.3731 0.383
H -3.860 1.076 -6.733 0.2546 -1.0552 0.7228 0.277
H -3.603 1.253 0.724 -0.8642 -0.0766 -0.4318 0.289
H -2.016 1.766 -4.948 -0.5238 -0.1943 -0.3991 0.345
H 1.660 1.692 4.716 0.1541 0.2006 -0.0794 0.175
H 3.852 -0.273 5.483 -0.0539 -0.0884 0.2511 0.343
H -2.286 0.057 0.799 -0.2571 -0.0039 -0.1887 0.351
H 4.399 -0.175 0.897 -0.0528 0.0046 0.0509 0.333
H 3.370 -1.600 0.972 0.1543 -0.6191 -0.2221 0.320
H 1.071 -1.340 2.397 0.1493 0.0061 0.0509 0.422
H -1.960 1.776 0.663 -0.0255 -0.0578 -0.0714 0.320
H 1.635 0.552 0.641 0.7842 -0.2642 -0.3936 0.235
H 4.886 0.609 3.163 -0.3098 -0.0722 0.1145 0.373
```
Positions in Å, forces in eV/Å.

Net charge: 0
Structure (SMILES): COc1cc(C(=O)NCC2=CC[C@@H]3NC(=O)NC3=C2)ccc1C1CNNC1
E, Ha: -1237.2537
Strongest force on any atom, eV/A: 4.32
Energy above the lowest of the compared OMol25 structures with the same formula, charge and spin, eV: 3.826


Record 4
ORCA calculation (ωB97M-V/def2-TZVPD) on CFNO5S2Tl as an isolated structure.

```
11
Properties=species:S:1:pos:R:3:forces:R:3:mulliken_charge:R:1
Tl 1.393 1.146 0.489 2.0259 -0.3998 1.8050 0.456
S -1.315 -0.905 -0.746 0.4295 -1.9667 1.3245 0.539
S -1.411 1.858 -0.244 -1.9290 0.3206 1.5866 0.513
F -2.684 -1.610 0.117 0.8277 0.5504 -0.6199 -0.399
O -0.050 2.544 0.032 -2.4242 1.9090 -0.8781 -0.541
O 2.688 -0.879 -0.114 -0.2165 -2.2737 -1.1645 -0.339
O -0.333 -2.033 -0.557 -0.9709 1.4875 -0.4290 -0.606
O 3.138 -3.113 0.200 -1.0564 -0.5914 -0.4413 -0.357
O -2.397 2.252 0.828 1.4557 -0.4232 -1.5751 -0.615
N -0.886 0.257 0.227 -0.0561 0.1982 -0.5286 -0.360
C 2.749 -2.047 -0.035 1.9143 1.1891 0.9202 0.710
```
Positions in Å, forces in eV/Å.

Net charge: -1
E, Ha: -1537.8596
Strongest force on any atom, eV/A: 3.21
Energy above the lowest of the compared OMol25 structures with the same formula, charge and spin, eV: 0.000


Record 5
ORCA calculation (ωB97M-V/def2-TZVPD) on one molecule with the formula C5H10Br2Si.

```
18
Properties=species:S:1:pos:R:3:forces:R:3:mulliken_charge:R:1
Br 2.417 1.301 1.220 -0.6496 -0.1603 0.0381 -0.293
Br 0.176 -0.372 3.527 -0.1168 0.4306 -0.3805 -0.290
Si 0.314 0.495 1.458 -0.4806 -1.8724 -1.3848 0.766
C 0.481 -0.554 -1.251 0.0720 -0.4902 -3.3739 -0.397
C -0.989 1.855 1.034 0.5280 -1.0814 3.7357 -0.234
C 0.188 -1.141 0.109 3.3779 2.2366 0.6381 -0.826
C -1.794 2.381 1.989 1.1140 -1.0976 -0.3141 -0.706
C 0.801 -1.747 -2.304 -3.1298 0.3339 -1.3617 -1.102
H -2.566 3.068 1.866 -1.0694 1.4798 -1.3507 0.300
H 1.828 -2.133 -2.408 -0.3289 0.5629 0.3983 0.329
H -0.413 0.061 -1.725 1.9467 -0.9923 1.1305 0.265
H -0.726 -1.624 -0.033 -1.6533 -0.8879 0.7304 0.467
H -0.911 2.150 0.038 -0.5243 0.7062 -1.5514 0.427
H 0.119 -2.627 -2.039 0.9265 0.9673 -0.4771 0.277
H -1.846 2.202 3.064 0.9318 -1.0094 -0.2140 0.173
H 1.453 -0.054 -1.358 -0.6185 0.8713 0.6528 0.269
H 0.413 -1.365 -3.370 1.1091 -0.9872 2.1599 0.303
H 1.056 -1.895 0.181 -1.4347 0.9900 0.9245 0.272
```
Positions in Å, forces in eV/Å.

Net charge: 0
Structure (SMILES): C=C[Si](Br)(Br)CCC
E, Ha: -5634.0556
Strongest force on any atom, eV/A: 4.10
Energy above the lowest of the compared OMol25 structures with the same formula, charge and spin, eV: 0.710


Record 6
ORCA calculation (ωB97M-V/def2-TZVPD) on a 3-piece molecular cluster, C19H38F13N2O4S2 overall.

```
78
Properties=species:S:1:pos:R:3:forces:R:3:mulliken_charge:R:1
S -1.546 -7.952 0.570 0.2393 0.4668 0.0039 1.398
S 4.328 -4.258 0.179 0.2562 0.0609 -0.1095 0.171
F -1.747 -6.354 2.666 -0.2831 -0.1013 -0.3246 -0.241
F -0.325 -3.064 1.017 0.0740 -0.2652 0.0780 -0.260
F -0.965 -9.255 -0.077 -0.1208 0.0025 0.1695 -0.283
F -1.041 -7.124 -0.692 0.1592 0.1294 -0.2661 -0.304
F -0.129 -7.694 1.256 0.1825 -0.0768 0.0890 -0.298
F 0.103 -4.583 -1.561 0.1467 -0.0954 0.3180 -0.266
F -2.913 -8.195 -0.162 -0.0093 -0.0181 0.1789 -0.280
F -3.478 -6.320 1.314 0.4325 -0.0585 0.2412 -0.253
F -2.216 -4.786 -0.447 0.0995 0.0296 0.4401 -0.289
F 1.518 -5.675 -0.260 -0.3180 -0.0152 -0.1083 -0.312
F -2.027 -8.758 1.834 -0.0544 -0.0303 -0.1920 -0.298
F -2.338 -4.071 1.622 -0.1923 -0.2426 -0.2196 -0.328
F 0.409 -4.928 1.917 -0.1012 0.1868 -0.2477 -0.324
O 2.871 4.519 -0.100 -0.0483 -0.0806 -0.0579 -0.250
O 0.038 0.340 -0.760 0.0064 -0.1705 0.0078 -0.322
O -4.460 -0.148 -1.034 -0.0867 -0.0482 -0.0525 -0.372
O -0.834 6.990 -1.010 -0.0133 -0.0950 -0.0061 -0.455
N 2.260 7.235 -1.113 -0.0407 -0.0395 0.0954 -0.311
N -2.505 0.508 1.042 0.1089 0.0529 -0.0964 -0.085
C -0.893 -0.032 -1.762 0.0466 -0.0486 -0.0641 -0.457
C 3.089 3.899 -1.350 -0.0269 0.0157 0.0865 -0.631
C -1.172 1.049 1.271 -0.1190 -0.1036 0.0361 -1.046
C -0.059 8.005 -0.397 -0.0108 0.1076 0.0619 -0.472
C -4.735 0.689 0.084 0.0493 0.0419 0.0022 -0.778
C -1.706 -4.931 0.789 -0.0688 0.1829 -0.0944 0.589
C -0.520 5.666 -0.634 -0.1228 0.0387 -0.0566 -0.389
C 1.762 -3.370 -0.464 0.1661 -0.1734 -0.3037 -0.963
C 2.786 -3.430 0.665 0.0276 0.1621 0.0213 -0.553
C -0.209 -4.403 0.826 -0.0651 -0.0327 0.0188 0.583
C 0.776 -4.523 -0.397 -0.2120 -0.1039 0.0432 0.986
C 4.476 -5.537 1.420 -0.1217 -0.1272 0.1131 -0.853
C 2.803 6.915 0.199 -0.1027 0.0262 -0.1040 -0.225
C -4.393 -1.525 -0.741 0.0870 -0.0236 -0.0585 -0.588
C 3.666 5.677 0.140 0.0775 0.0095 0.0763 -0.836
C 1.252 8.291 -1.117 0.0683 -0.0054 -0.0750 -0.693
C -3.481 1.437 0.481 0.0909 -0.0314 0.0822 -0.159
C -2.138 -6.333 1.385 -0.1712 0.1012 -0.0063 0.494
C -0.346 1.439 0.054 0.1468 0.2626 0.1188 -0.155
H 2.437 -3.981 1.532 -0.1326 0.0574 0.0738 0.330
H 3.553 -6.109 1.468 -0.0421 -0.0306 -0.0297 0.303
H -5.516 1.395 -0.207 0.0366 -0.0228 -0.0388 0.420
H -4.250 -2.048 -1.686 -0.0198 0.0089 -0.0032 0.257
H 5.318 -6.167 1.158 0.1344 -0.0273 0.0268 0.403
H 4.166 5.542 1.103 0.0029 -0.0236 -0.0159 0.370
H -5.101 0.098 0.928 -0.0106 -0.0200 0.0155 0.358
H 1.697 9.193 -0.685 0.0041 0.0056 0.0236 0.397
H 1.264 -2.408 -0.485 -0.1561 0.0845 0.0897 -0.063
H -1.460 0.829 -2.123 -0.0268 -0.0009 0.0042 0.363
H 4.653 -5.020 2.358 0.1277 -0.0298 0.0940 0.368
H 2.028 6.737 0.958 0.0280 0.0325 0.0460 0.185
H -0.668 8.912 -0.431 -0.0169 -0.0283 -0.0164 0.342
H 3.412 7.757 0.540 0.0004 0.0120 0.0210 0.404
H -3.727 2.188 1.237 0.0092 0.0175 0.0101 0.434
H 4.144 3.644 -1.490 0.0197 0.0099 -0.0320 0.345
H 2.766 4.530 -2.186 0.0618 -0.0029 -0.0238 0.335
H -0.328 -0.450 -2.597 0.0019 0.0122 -0.0109 0.317
H -0.149 5.615 0.393 0.0468 -0.0187 0.0096 0.273
H 0.221 5.214 -1.301 0.0412 -0.0323 0.0605 0.175
H 4.433 5.781 -0.632 -0.0119 0.0197 -0.0391 0.413
H -1.434 5.075 -0.706 -0.0231 0.0334 0.0026 0.182
H 1.016 8.521 -2.158 0.0074 0.0162 -0.0006 0.364
H -5.308 -1.896 -0.270 -0.0194 0.0466 0.0245 0.421
H -0.602 0.295 1.822 0.0098 0.0087 0.0543 0.344
H 3.103 -2.441 0.983 -0.0311 0.1021 -0.0203 0.626
H 1.855 6.401 -1.515 0.0133 -0.0221 -0.0317 0.077
H -1.259 1.920 1.928 0.0096 0.0329 -0.0239 0.456
H -2.426 -0.291 0.428 -0.0064 0.0028 0.0190 -0.235
H 2.232 -3.491 -1.441 0.1034 0.1182 -0.0611 0.631
H -1.599 -0.791 -1.413 -0.0290 0.0523 -0.0026 -0.030
H 2.503 2.981 -1.359 -0.0188 -0.0017 -0.0092 0.082
H 0.098 7.767 0.662 0.0313 -0.0401 -0.0086 0.332
H -3.115 1.967 -0.410 -0.0093 0.0414 0.0128 0.171
H -0.843 2.204 -0.555 -0.0640 -0.0822 -0.0354 0.268
H 0.585 1.884 0.415 0.0088 0.0060 -0.0259 0.301
H -3.545 -1.754 -0.083 -0.1038 -0.1590 0.0413 0.148
H 3.887 -5.015 -0.837 -0.1528 -0.0690 -0.0394 0.239
```
Positions in Å, forces in eV/Å.

Net charge: +1
E, Ha: -3251.4046
Strongest force on any atom, eV/A: 0.52